1.
{"formula": "C6H11NO", "method": "ωB97M-V with the def2-TZVPD basis set", "symbols": ["C", "C", "C", "C", "N", "C", "C", "O", "H", "H", "H", "H", "H", "H", "H", "H", "H", "H", "H"], "xyz": [[0.65555, 0.03793, 0.44702], [1.43028, -1.00184, -0.33387], [-0.85602, 0.34504, -1.84308], [-0.54170, 1.05604, -0.54066], [1.49895, 0.96328, 1.15620], [-0.59160, -0.27528, 1.02064], [-1.34096, -1.07465, 1.74329], [-0.32414, 2.26379, -0.42908], [1.73223, 1.73116, 0.52240], [0.98999, 1.40732, 1.91284], [-1.50232, 0.58282, 0.28249], [2.11165, -1.53507, 0.33368], [0.77892, -1.73032, -0.81644], [2.03442, -0.51636, -1.10600], [0.01630, 0.39870, -2.49677], [-1.13023, -0.69665, -1.68463], [-1.68451, 0.86503, -2.32620], [-0.85900, -1.83926, 2.34798], [-2.41782, -0.98166, 1.81021]], "atomic_forces_ev_per_a": [[-0.10, 1.02, -1.09], [-0.03, -0.04, 0.13], [-0.60, -0.06, 0.25], [2.78, -0.03, -0.08], [-0.04, 0.01, 0.03], [-1.64, 0.45, -0.62], [0.12, 0.01, 0.20], [-0.61, -0.65, 0.18], [-0.05, -0.08, 0.04], [0.01, -0.07, -0.04], [0.04, -0.69, 0.95], [-0.02, 0.03, -0.05], [-0.01, 0.04, 0.02], [-0.02, 0.00, 0.07], [0.02, 0.06, 0.17], [0.01, 0.03, 0.00], [0.04, -0.05, -0.04], [0.00, 0.04, -0.02], [0.10, -0.01, -0.10]], "orbital_gap_ev": 8.55, "de_lowest_kcal_mol": 113.18, "total_energy_ha": -365.0511, "charge": 0, "homo_energy_ev": -7.928}

=====

2.
{"formula": "C14H29IrNSi2", "method": "ωB97M-V with the def2-TZVPD basis set", "symbols": ["C", "C", "C", "C", "C", "Ir", "N", "C", "C", "H", "H", "H", "H", "H", "H", "H", "H", "H", "H", "C", "Si", "C", "C", "C", "Si", "C", "C", "C", "H", "H", "H", "H", "H", "H", "H", "H", "H", "H", "H", "H", "H", "H", "H", "H", "H", "H", "H"], "xyz": [[-0.66685, 0.63047, -3.77977], [0.72140, 0.84021, -3.43248], [0.76015, 1.70105, -2.28732], [-0.58784, 2.07892, -1.97143], [-1.47011, 1.42650, -2.88064], [-0.36337, -0.22925, -1.81658], [-1.87873, -1.39130, -1.34494], [-0.39198, -2.06684, -2.40149], [0.98035, -1.64890, -2.07572], [1.65866, 2.05774, -1.79629], [1.57705, 0.41819, -3.92231], [-0.88602, 2.75540, -1.18470], [-2.55011, 1.51004, -2.87804], [-1.03803, 0.03903, -4.60711], [1.59946, -1.54351, -2.99734], [-0.46342, -3.06269, -1.93343], [-2.49663, -1.32254, -2.18163], [1.41252, -2.15633, -1.18119], [-0.72331, -2.11765, -3.44998], [2.16933, 1.74405, 0.98719], [0.33755, 1.60588, 1.33669], [0.09633, 1.46223, 3.22435], [-0.47126, 3.29388, 1.05979], [-0.42875, 0.14377, 0.32085], [-0.17417, -1.43615, 1.40023], [-1.48806, -1.48907, 2.75295], [-0.38412, -3.13622, 0.60683], [1.57648, -1.49401, 2.10013], [2.57052, 2.58307, 1.57681], [2.36823, 1.94888, -0.06991], [2.71870, 0.83807, 1.27009], [0.51609, 2.37839, 3.66983], [-0.97038, 1.43721, 3.48769], [0.58665, 0.60854, 3.70537], [0.04375, 3.86895, 0.28281], [-1.52845, 3.19638, 0.78758], [-0.41949, 3.87764, 1.98999], [-1.51937, 0.35475, 0.39761], [-2.48523, -1.55674, 2.29576], [-1.32912, -2.40213, 3.34467], [-1.47761, -0.63357, 3.43495], [0.44585, -3.43739, -0.03681], [-0.44608, -3.86289, 1.43143], [-1.31912, -3.18426, 0.03687], [2.31791, -1.49047, 1.28871], [1.82718, -0.68841, 2.80011], [1.67347, -2.44897, 2.63986]], "atomic_forces_ev_per_a": [[0.24, 1.42, -0.12], [-0.26, 1.88, -1.04], [-0.22, 0.92, -0.74], [0.46, 1.18, -0.67], [-0.03, 1.16, -1.18], [-0.56, 1.14, 3.79], [-3.65, -0.86, -0.16], [1.57, -4.85, -1.54], [3.22, -2.51, -1.50], [-0.31, -0.13, -0.23], [0.04, -0.14, -0.07], [0.02, -0.28, -0.22], [0.17, -0.12, -0.02], [0.04, -0.05, 0.16], [0.16, -0.11, 1.11], [-1.22, 0.71, 0.08], [-0.30, -0.28, 0.64], [0.10, 0.37, -1.03], [0.39, -0.08, 0.26], [0.44, 0.37, 0.25], [-0.76, -1.41, -0.62], [0.21, 0.19, 0.23], [0.08, 0.28, 0.01], [0.08, 1.16, 3.01], [-0.36, 0.90, -1.13], [-0.01, -0.12, 0.34], [-0.14, -0.25, 0.21], [0.18, -0.23, 0.35], [0.09, -0.14, -0.12], [-0.03, -0.08, 0.32], [-0.15, 0.18, -0.09], [-0.05, -0.15, 0.00], [0.22, 0.04, -0.12], [-0.18, 0.17, -0.10], [-0.15, -0.01, 0.05], [0.13, 0.03, 0.03], [0.01, -0.10, -0.17], [0.29, -0.23, 0.20], [0.23, 0.02, 0.01], [-0.11, 0.12, 0.01], [-0.01, -0.18, -0.14], [-0.06, -0.01, 0.10], [0.08, 0.07, -0.11], [0.20, 0.07, 0.15], [-0.19, -0.01, 0.12], [-0.01, -0.21, -0.21], [0.10, 0.16, -0.08]], "orbital_gap_ev": [2.96, 6.48], "total_energy_ha": -1288.6283, "spin_multiplicity": 5, "charge": -1, "homo_energy_ev": [-0.023, -4.041]}